{
  "formula": "C2H2FHg",
  "method": "ωB97M-V/def2-TZVPD",
  "species": ["F", "C", "C", "H", "H", "Hg"],
  "positions_angstrom": [[0.618688, 0.669522, -2.676436], [-0.310329, -0.149318, -0.246644], [0.677292, 0.044214, 0.453994], [-1.171191, -0.653654, -0.790059], [1.489214, 0.603614, 0.894620], [-1.303674, -0.514378, 2.364523]],
  "atomic_forces_ev_per_a": [[-0.194, -0.198, 0.535], [-1.788, -1.799, -1.360], [-0.122, 1.090, 0.833], [1.793, 1.377, 0.848], [-0.224, -0.581, -0.318], [0.535, 0.113, -0.538]],
  "mulliken_charge": [-0.78, -0.19, -0.33, 0.36, 0.34, -0.39],
  "gap_ev": [4.4, 4.1],
  "lumo_ev": [3.41, 0.24],
  "charge": -1,
  "multiplicity": 3,
  "energy_ha": -330.4863
}